No. 1
7
Properties=species:S:1:pos:R:3:forces:R:3 method="wB97M-V/def2-TZVPD" e_homo_ha=-0.5895 spin_multiplicity=1 total_charge=+1 e_tot_ha=-5640.85784
O -0.467 0.065 -1.288 -2.3 0.8 2.8
O -0.795 -0.298 1.191 -4.3 0.7 2.6
P 0.167 0.037 0.130 4.8 -0.2 -2.4
Br 1.406 -1.802 0.274 -0.3 1.5 -0.2
Br 1.235 1.957 0.378 -0.8 -1.5 0.0
H 0.112 -0.160 -1.957 2.0 -0.8 -2.9
H -1.659 0.201 1.274 0.9 -0.6 0.2



No. 2
23
Properties=species:S:1:pos:R:3:forces:R:3 method="wB97M-V/def2-TZVPD" e_homo_ha="-0.0207 / -0.0161" spin_multiplicity=3 total_charge=-2 e_tot_ha=-6905.20329 s_squared=2.01
Ni 3.921 -20.028 -13.028 0.2 -1.8 -2.0
P 3.502 -22.105 -14.523 2.9 1.3 -4.0
O 3.164 -21.859 -13.012 -0.6 0.5 1.3
O 4.391 -23.267 -14.937 -1.1 -0.7 1.3
O 4.628 -20.871 -14.614 -0.3 1.0 1.5
O 2.474 -21.678 -15.546 -1.0 -0.8 1.1
As 2.740 -16.946 -14.900 -0.3 0.4 0.5
F 3.011 -15.785 -13.640 0.2 0.2 0.2
F 1.093 -17.053 -14.381 -0.1 0.1 0.2
F 2.432 -18.115 -16.060 0.1 -0.7 -0.7
F 4.408 -16.843 -15.336 0.4 0.0 0.0
F 3.188 -18.205 -13.706 -0.2 -0.1 0.3
F 2.361 -15.663 -15.995 -0.1 0.3 -0.2
C 3.031 -19.306 -9.016 0.1 -0.2 -0.3
Cl 1.721 -18.276 -8.415 0.0 0.0 0.0
Cl 3.226 -19.179 -10.776 -0.2 0.5 0.4
H 3.951 -18.989 -8.545 0.0 0.0 0.0
H 2.798 -20.339 -8.798 -0.1 0.0 0.1
C 7.177 -18.070 -14.328 -0.2 -0.2 -0.9
Cl 7.145 -19.235 -15.657 0.1 0.1 0.1
Cl 6.141 -18.559 -12.984 0.3 0.2 0.6
H 8.198 -17.981 -13.980 0.0 0.0 0.2
H 6.794 -17.139 -14.726 -0.1 0.1 0.2



No. 3
20
Properties=species:S:1:pos:R:3:forces:R:3 method="wB97M-V/def2-TZVPD" e_homo_ha="-0.2784 / -0.3119" spin_multiplicity=1 e_tot_ha=-563.20830
C -1.679 0.580 0.996 -0.2 0.1 -0.3
C -2.324 0.961 -0.112 0.1 0.0 -0.1
C -0.276 0.280 0.683 0.8 -0.1 0.0
C -0.094 0.507 -0.621 -0.2 -0.1 -0.1
C -1.366 0.947 -1.269 0.1 0.0 -0.3
C 0.293 -1.534 2.321 0.1 0.2 0.0
C 0.692 -0.182 1.722 0.1 -0.2 0.0
Si 2.396 -0.005 -3.096 -1.0 0.3 1.1
H -2.088 0.506 1.988 -0.1 0.0 0.2
H -3.356 1.248 -0.211 -0.2 0.0 0.1
H -1.680 0.252 -2.051 0.0 0.0 -0.1
H -1.277 1.935 -1.726 0.0 0.0 -0.1
H 0.226 -2.291 1.543 0.0 -0.1 0.0
H -0.672 -1.465 2.817 -0.1 -0.1 0.0
H 1.032 -1.854 3.053 0.0 -0.1 0.1
H 1.686 -0.262 1.275 0.0 0.1 0.1
H 0.740 0.559 2.527 0.1 0.0 -0.1
H 1.858 -1.258 -3.592 0.1 -0.3 -0.3
H 3.582 -0.067 -2.265 0.4 -0.1 0.0
H 2.306 1.144 -3.981 0.1 0.2 -0.3



Energy above the lowest of the compared OMol25 structures with the same formula, charge and spin values, unit kJ/mol, following the record order: 0.0; 0.0; 465.6.
M values, unit g/mol, following the record order: 224.796; 512.439; 124.259.